# 1
Below is a structure of composition C8H31N7O15P2Si2 at a distorted geometry, with properties calculated with ωB97M-V with the def2-TZVPD basis set.

The geometry in XYZ format:
```
65
Properties=species:S:1:pos:R:3:forces:R:3
Si 0.1432 1.5195 -3.4099 0.173 -0.529 0.420
H 0.2582 -0.9744 -3.3156 0.916 1.203 0.772
N 1.9132 0.8499 3.1844 -0.454 0.018 -0.144
O 1.0602 -1.8352 -1.0263 -0.280 0.521 -0.434
H -6.2665 -2.4216 -2.2581 -0.091 0.186 -0.016
N 6.5132 -4.1600 1.7193 0.124 -0.038 -0.643
C 6.3740 -0.3633 0.8834 -0.110 -0.022 -0.322
O 5.8033 -3.1605 1.6951 0.454 -0.985 0.033
H -7.5512 -1.5450 0.6535 0.125 -0.071 0.069
H -4.6514 4.7177 -2.0651 0.036 -0.558 0.940
H 1.1228 2.5770 -3.0599 -0.321 0.082 -0.008
H -6.6285 -2.3537 1.9692 0.002 0.071 -0.165
H 0.0941 1.5028 -4.8897 -0.455 -0.052 0.079
H 6.2521 -0.0548 -0.1539 -0.013 0.078 0.218
O 5.9179 0.5191 2.9755 0.083 0.264 -0.872
P -1.9151 1.8512 0.4738 -2.354 -2.236 0.615
O -8.5891 -1.6973 -1.3504 0.006 -0.554 -0.598
Si -1.2519 2.9562 -1.3363 -0.059 -1.729 -1.552
H -0.7404 1.5829 1.2616 -0.412 0.569 -0.089
O -4.2209 4.3295 -1.2586 2.781 1.177 -2.477
H -1.4661 5.8473 -3.0895 -1.252 -0.332 0.209
C 6.6986 -4.8200 3.0381 0.130 -0.246 0.173
H 1.3232 0.9883 0.4293 1.224 -0.575 -1.464
H -0.2508 -0.2179 -0.8057 1.407 0.066 -0.960
O -5.4061 0.3648 1.5438 -0.063 -0.809 -0.514
N -8.3579 -2.4432 -2.2954 -0.487 -0.314 0.005
H 7.4277 -0.5035 1.1237 -0.167 -0.065 0.095
N -2.6518 0.5136 -0.0407 0.580 0.972 0.259
H 3.8472 1.4764 3.7334 -0.206 -0.148 -0.035
H 0.1274 3.4092 -1.1344 0.075 0.280 -0.168
C 0.8015 -0.3959 -1.2386 0.403 -0.878 -0.306
H 5.7145 -5.1227 3.3948 0.094 0.170 -0.005
O 1.8337 1.8491 2.4791 -0.142 -0.671 0.509
O -9.1027 -3.3211 -2.7113 0.491 0.806 0.513
H 2.9162 0.6230 5.0057 -0.042 -0.142 -0.146
O 5.3946 1.7143 1.2296 0.228 -0.657 0.689
H -7.0328 -1.2412 -3.3784 0.042 -0.077 0.189
H 5.7983 -1.2669 1.0893 0.268 0.312 -0.015
H -3.6221 0.4521 0.2921 0.791 0.060 -0.169
N -5.6734 -0.7309 1.0601 0.298 0.096 -0.096
N 2.8801 1.1781 -1.1417 -0.805 0.168 0.156
H 3.3617 0.6278 -1.8643 -0.189 0.350 0.877
O 1.0431 -0.0022 3.3148 0.563 0.757 -0.249
H -7.4043 -0.7637 2.2616 0.176 -0.034 -0.135
H 1.9688 -0.3292 -3.2245 -1.591 0.480 0.705
P -2.5504 4.7422 -1.4799 -1.403 4.801 2.385
O 7.0790 -4.6570 0.7547 -0.558 0.603 0.726
H -6.9881 -2.9834 -3.8015 -0.128 0.088 0.171
O -2.3977 5.5022 -3.0321 0.314 -1.336 2.151
H 3.5297 1.6938 -0.5332 -0.372 -0.629 -0.501
H -2.8882 2.6068 1.2506 1.273 0.183 -0.255
C 1.8983 0.3740 -0.3597 0.145 -0.894 0.756
C 0.9043 -0.1474 -2.8208 -0.869 -0.788 0.256
H 0.5182 -2.3604 -1.6567 0.400 0.758 0.656
H 2.5005 -0.4181 0.2312 -1.363 0.801 -0.704
N 5.8529 0.7126 1.7664 -0.059 0.409 -0.008
C -6.9153 -1.4004 1.5258 -0.264 0.032 0.233
C -7.0570 -2.2595 -2.9911 0.214 -0.111 -0.234
H 3.6057 -0.2957 3.6215 -0.140 0.067 0.128
O -2.1701 5.7492 -0.3436 -0.612 -3.296 -3.325
O -5.0064 -1.3262 0.2223 -0.624 0.578 0.666
C 3.1729 0.6495 3.9468 0.179 0.235 0.069
H 7.1549 -4.0918 3.7083 -0.185 -0.027 -0.064
H 7.3463 -5.6855 2.9085 -0.110 0.178 -0.094
O -1.3953 1.8697 -2.6803 2.183 1.383 1.046
```
Forces are in eV/Å.

Values from the calculation:
Kohn-Sham gap = 7.3 eV
E_LUMO = -0.42 eV
M = 583.5 g mol⁻¹
ΔE to the lowest compared entry with this formula, charge and spin = 63.0 kcal per mole


# 2
Below is a cluster of 7 separate species, C8H31O7 in total at a distorted geometry, with properties calculated with ωB97M-V with the def2-TZVPD basis set.

The geometry in XYZ format:
```
46
Properties=species:S:1:pos:R:3:forces:R:3
O 0.3006 -0.1054 -0.2125 -3.925 -1.529 8.095
O 1.1989 2.0133 1.5750 -0.420 -2.056 1.206
H 0.6024 0.1134 -0.9779 3.237 2.612 -8.791
H 0.7535 -4.1143 -2.6654 2.540 -2.392 -2.331
C -2.5494 -2.0616 1.6351 -0.712 2.130 -0.397
C -1.9627 0.8614 -1.9459 -1.636 -3.470 -1.698
H -2.7239 -0.7113 3.2102 -0.318 0.703 0.846
H 2.4636 0.8290 -3.1721 1.302 0.201 -3.472
H -1.4234 2.6432 -1.8785 -0.180 1.733 -0.585
H 1.8252 2.5814 -1.6842 0.577 0.423 0.410
H 0.7573 -3.9298 -0.9523 -0.022 -1.689 3.198
H -4.0693 1.0919 2.0386 -0.665 4.854 2.967
H -2.5416 -1.8294 0.5370 0.474 -1.520 0.668
O -1.1495 1.8239 -1.5350 2.483 3.108 2.732
H 2.6729 1.6678 -0.4396 0.130 -0.554 -1.138
C 0.6124 3.1862 1.0870 -1.323 2.561 3.257
O 2.1301 0.7598 -2.3363 -0.232 -0.510 4.204
H 2.4090 -2.2715 1.4486 0.266 -5.394 3.033
O 2.2984 -1.5226 1.0140 -0.191 5.430 -3.693
C 3.6126 -1.0664 0.6765 2.986 -2.377 -0.874
H 3.8068 -0.1836 1.2178 0.010 1.643 -0.200
H -1.9396 0.1392 -1.0057 -0.984 0.711 -2.508
C -2.6773 -0.5049 2.1556 -2.413 -3.416 0.282
H -0.4766 3.0143 0.7230 2.049 0.603 0.063
H -1.2799 0.4784 -2.8406 -2.595 -0.680 1.154
C 0.5464 -3.5540 -1.8547 -2.429 5.241 -2.841
H -1.7785 -2.6856 2.1245 0.586 1.022 -0.823
H 0.9793 -0.5942 0.2497 1.548 -1.845 0.930
H 3.5959 2.3881 -1.8371 -0.841 -1.252 -0.094
H -4.8412 -0.2959 1.6477 -1.918 -1.523 0.547
H 4.4415 -1.7263 1.1203 -1.493 0.297 -0.166
H 0.8444 1.9471 2.5077 0.944 -0.426 -1.659
C -3.9566 0.2266 1.6105 2.609 -5.150 2.851
H 1.7141 -2.2895 -2.6665 2.257 0.241 -2.751
H 1.3372 3.7792 0.5088 -0.721 -0.597 -0.522
O -1.5610 0.2745 1.8819 0.874 1.646 0.411
H 4.0092 -1.1414 -0.4314 -1.839 0.734 1.806
H -3.0753 1.2681 -2.2829 2.794 -1.467 0.894
C 2.6431 1.8535 -1.5457 -1.038 1.727 0.266
H 0.1184 0.6557 0.3905 -0.214 0.285 -0.172
H -3.8163 0.4406 0.6799 1.140 1.049 -6.041
H -1.7528 1.0847 2.4210 0.624 -0.839 -0.851
H -3.4068 -2.7092 1.9310 -0.160 1.194 -0.520
H -0.4774 -3.4096 -2.3110 -0.044 0.130 2.243
O 1.1908 -2.2041 -1.9324 -2.364 -1.411 2.549
H 0.5952 3.7892 2.1154 -0.755 -0.179 -2.485
```
Forces are in eV/Å.

Values from the calculation:
Kohn-Sham gap = 10.7 eV
Total charge = +1
E_LUMO = -2.25 eV
M = 239.3 g mol⁻¹
ΔE to the lowest compared entry with this formula, charge and spin = 137.7 kcal per mole


# 3
Below is a structure of composition C8H32Ag2O12P at a distorted geometry, with properties calculated with ωB97M-V with the def2-TZVPD basis set.

The geometry in XYZ format:
```
55
Properties=species:S:1:pos:R:3:forces:R:3
H -0.0501 2.4824 -4.3570 0.458 -0.183 0.080
H 1.6764 5.0861 2.1799 -0.028 -0.075 0.061
O 0.0503 -3.0756 -2.7824 0.262 -0.289 0.009
O 2.0054 -0.1357 0.0936 1.798 0.038 -1.887
C 1.9125 4.2820 1.4819 -0.208 -0.164 0.615
H -0.1101 -2.4221 -2.0939 -0.152 -0.336 -0.069
C 3.8377 2.1332 -1.3607 -0.242 1.024 0.936
O -2.4099 -1.9040 -0.9306 -0.324 0.233 1.227
C -3.2054 -1.6017 0.2375 -0.204 -0.054 -1.442
O 1.2817 3.0999 1.9414 -0.245 -0.319 0.347
H -1.2634 0.7378 2.8615 0.418 -0.232 -0.169
H -2.4561 0.0503 3.8976 -0.082 -0.498 0.765
O -2.0169 2.6197 -0.6026 0.000 0.551 -0.335
H 3.9128 3.2010 -1.5688 0.386 -0.072 -0.149
H 3.5680 1.9411 -3.2956 -0.049 -0.185 -0.134
H 4.7759 1.7280 -0.9830 0.137 -0.100 -0.499
H 1.4998 4.5867 0.5193 0.494 -0.026 -0.222
H 3.1404 2.1009 -0.5222 -0.273 -0.413 -0.261
H -1.6488 -1.3039 -0.9216 -0.380 -0.333 -0.334
O -0.0501 1.1103 0.3778 -0.589 -1.986 0.122
C -0.0354 -4.4473 2.8408 -0.511 -0.221 0.351
H -1.4625 2.0038 -0.0933 -0.235 0.056 -0.067
H -1.0959 2.9740 -3.0789 -0.049 -0.340 0.400
O 0.3712 -1.2893 1.3755 -1.993 -0.322 0.401
H -0.8129 0.4922 4.5839 -0.400 -0.006 0.505
C -3.2361 2.0267 -0.9844 -0.098 -1.051 0.645
C -0.0827 2.6261 -3.2777 -0.050 1.033 -0.046
H -2.8681 -2.0833 1.1583 0.326 0.013 0.044
H 0.5687 -3.2371 1.5146 0.172 -0.056 -0.489
O -0.8282 -1.2000 3.5414 -1.254 0.741 1.640
H -3.0757 1.0899 -1.5300 0.006 0.137 -0.430
H -0.2031 1.3720 -1.7544 -0.281 0.439 -0.021
H 1.5389 -4.4026 -2.1255 0.136 0.150 -0.318
H -0.9671 -3.8707 2.8192 0.155 0.405 0.025
H 0.4837 -4.2937 3.7889 -0.170 -0.074 0.131
Ag 1.8771 -0.2305 -2.1309 -0.172 0.255 -0.243
C 0.4508 -4.2961 -2.1821 0.434 -0.514 0.299
O 0.8262 -4.1319 1.7622 -0.221 0.194 0.049
O 0.2801 1.4519 -2.5874 -0.281 -0.861 -0.090
H 2.9896 4.1116 1.5473 0.126 0.414 -0.655
H -0.4209 -1.3260 2.6182 0.718 0.255 -1.971
H -3.3086 -0.5197 0.3311 0.089 0.035 0.373
O 3.3082 1.4663 -2.5019 0.261 -0.410 0.111
H 0.0756 -5.1485 -2.7469 -0.085 0.186 -0.214
H 1.1408 2.4857 1.2119 -0.250 0.054 -0.084
P 0.4662 -0.3066 0.1676 -0.595 2.230 0.871
H -0.4326 -5.4625 2.7988 0.602 -0.214 -0.181
H -3.8150 1.7080 -0.1098 -0.140 0.270 0.137
O 0.0749 -0.9508 -1.1890 0.477 0.343 0.677
H 0.1399 -4.4629 -1.1469 -0.471 0.455 -0.004
H -3.8711 2.6971 -1.5581 0.345 0.183 -0.090
H -4.2012 -1.9839 0.0156 -0.007 -0.069 0.143
H 0.5922 3.4118 -2.9298 -0.021 0.234 -0.475
C -1.3741 0.0906 3.7347 0.727 0.087 -1.412
Ag 2.4568 -1.0809 1.9450 1.534 -0.611 1.326
```
Forces are in eV/Å.

Values from the calculation:
Spin multiplicity = 3
Kohn-Sham gap (alpha / beta) = 7.6 / 3.4 eV
Total charge = +1
E_LUMO (alpha / beta) = -4.46 / -8.66 eV
M = 567.0 g mol⁻¹
ΔE to the lowest compared entry with this formula, charge and spin = 46.7 kcal per mole


> Which value of M does entry 3 give?

567.0 g mol⁻¹